This record from the Open Molecules 2025 dataset describes a single C14H20N4O3 molecule. The level of theory is ωB97M-V/def2-TZVPD.

Results
Strongest force on any atom   0.8 eV/A
LUMO   0.63 eV
Total energy   -990.247934 a.u.
Highest occupied orbital energy   -0.303 Eh

Geometry (Å):
C  4.4740  2.2277  -0.6371
C  3.0016  2.5743  -0.4543
C  2.1232  1.8831  -1.4940
C  0.6512  2.2391  -1.3086
C  -0.2730  1.4552  -2.2549
C  -0.5938  0.0913  -1.6927
O  -1.6776  -0.2360  -1.2763
O  0.4685  -0.7147  -1.7239
C  0.3437  -2.0305  -1.1916
C  0.5161  -2.0619  0.3356
C  -0.7650  -1.7070  1.0372
C  -1.7743  -2.6213  1.2613
C  -1.6188  -4.0746  0.9370
N  -2.9721  -2.3076  1.7947
C  -3.1787  -1.0586  2.0657
N  -4.2997  -0.4590  2.5454
C  -4.0163  0.8019  2.6403
N  -2.7524  1.0877  2.2705
N  -2.2035  -0.0973  1.8948
C  -0.9225  -0.3299  1.4005
O  -0.1178  0.5882  1.3450
H  5.0823  2.7261  0.1142
H  4.8208  2.5388  -1.6206
H  4.6263  1.1545  -0.5455
H  2.8716  3.6568  -0.5300
H  2.6750  2.2690  0.5417
H  2.4459  2.1748  -2.4973
H  2.2453  0.8035  -1.4047
H  0.3641  2.0315  -0.2766
H  0.5133  3.3073  -1.4907
H  -1.2190  1.9827  -2.3837
H  0.2093  1.3371  -3.2264
H  -0.6336  -2.4358  -1.4742
H  1.1407  -2.5986  -1.6767
H  0.8547  -3.0556  0.6285
H  1.2790  -1.3292  0.6082
H  -2.5169  -4.5947  1.2551
H  -1.4805  -4.2226  -0.1314
H  -0.7569  -4.4939  1.4533
H  -4.7016  1.5514  2.9839
H  -2.2322  1.9470  2.1782


This record from the Open Molecules 2025 dataset describes 2 unconnected molecules or ions with the total composition C9H14 at a distorted geometry. The level of theory is ωB97M-V/def2-TZVPD.

Results
Strongest force on any atom   1.7 eV/A
LUMO   1.04 eV
Total energy   -351.319163 a.u.
Highest occupied orbital energy   -0.334 Eh

Geometry (Å):
C  -1.9643  -0.8166  1.9937
C  -0.6477  -0.1778  1.6107
C  0.3140  -0.9548  0.9758
C  1.5153  -0.3866  0.5624
C  1.7553  0.9548  0.8368
C  0.7861  1.7164  1.4632
C  -0.4005  1.1551  1.9201
H  -1.8697  -1.8983  2.0952
H  -2.7668  -0.5472  1.3091
H  -2.2584  -0.4898  2.9983
H  0.1285  -2.0017  0.7614
H  2.2650  -1.0093  0.0933
H  2.6921  1.3831  0.4985
H  1.0294  2.7445  1.7222
H  -1.1048  1.7022  2.5315
C  0.3587  -0.7930  -2.9682
C  -0.2530  0.4419  -2.3218
H  1.3947  -0.9910  -2.6966
H  -0.2093  -1.7005  -2.9156
H  0.4691  -0.6487  -4.0555
H  -1.0830  0.2339  -1.6495
H  -0.6460  1.1434  -3.0591
H  0.4953  0.9399  -1.7060


This record from the Open Molecules 2025 dataset describes a single C5H7NO molecule at a distorted geometry. The level of theory is ωB97M-V/def2-TZVPD.

Results
Strongest force on any atom   1.6 eV/A
LUMO   0.76 eV
Total energy   -324.607014 a.u.
Highest occupied orbital energy   -0.348 Eh

Geometry (Å):
O  2.2347  1.9289  0.1262
C  1.1647  1.4959  0.4994
C  0.3354  0.8860  -0.5679
C  0.0512  -0.5075  -0.9695
C  -0.1760  -1.4942  0.1495
C  -1.2062  -0.4723  0.6740
N  -1.0580  0.4086  -0.5574
H  0.8095  1.6896  1.5263
H  0.7768  1.4701  -1.3874
H  0.1877  -0.7606  -2.0180
H  0.6836  -1.7623  0.7698
H  -0.6498  -2.4078  -0.2203
H  -0.9712  0.0193  1.6235
H  -2.2229  -0.8729  0.7368


This record from the Open Molecules 2025 dataset describes a molecular structure, C15H29N6OSSn at a distorted geometry. The level of theory is ωB97M-V/def2-TZVPD.

Results
Strongest force on any atom   2.2 eV/A
LUMO (alpha / beta)   0.18 / 0.05 eV
Total energy   -1605.067937 a.u.
Spin multiplicity   2
Highest occupied orbital energy (alpha / beta)   -0.203 / -0.244 Eh

Geometry (Å):
Sn  -0.5653  -0.0247  0.4140
C  2.2734  -1.2946  -0.0086
C  1.7230  -2.7195  0.2390
N  0.3149  -2.7649  0.6965
C  0.0056  -3.2569  2.0491
C  -0.8072  -2.2366  2.8925
N  -0.5132  -0.7935  2.7306
C  0.7537  -0.2769  3.2305
C  1.9980  -0.6357  2.3861
N  1.7838  -0.2709  0.9867
H  2.0144  -0.9679  -1.0124
H  3.3609  -1.4746  0.0670
H  2.4122  -3.2655  0.9471
H  1.7628  -3.2307  -0.7151
H  -0.2551  -3.2629  -0.0105
H  0.9120  -3.5844  2.5762
H  -0.6623  -4.1340  1.9367
H  -0.6636  -2.5392  3.9896
H  -1.8777  -2.4439  2.6642
H  -1.3165  -0.2629  3.0549
H  0.8780  -0.5379  4.2919
H  0.6779  0.8582  3.1768
H  2.2609  -1.6803  2.4442
H  2.8817  -0.1061  2.7588
H  2.2099  0.6138  0.7355
N  0.0695  4.6482  0.8150
C  -0.2020  3.3288  0.9704
O  0.6627  2.4346  0.9745
C  -1.6570  2.9982  1.2150
C  -2.0701  1.7428  0.4977
H  1.0088  4.9522  0.6038
H  -0.6234  5.3906  0.8579
H  -2.2009  3.9092  0.9091
H  -1.7498  2.8772  2.2935
H  -2.2425  1.9078  -0.5822
H  -2.9966  1.3269  0.9265
C  -1.6738  -0.9692  -4.7314
C  -0.7638  -0.1185  -3.9447
C  -0.2572  1.1737  -4.1568
C  0.4604  1.4591  -2.9699
N  0.3309  0.3838  -2.1070
N  -0.3724  -0.5447  -2.7326
C  1.3819  2.5804  -2.6272
H  -1.4118  -0.8835  -5.8032
H  -2.7601  -0.6390  -4.5986
H  -1.5271  -2.0095  -4.4265
H  -0.4640  1.8403  -4.9830
H  -1.9093  -1.4960  -1.2678
H  1.1509  3.4634  -3.2506
H  2.4204  2.3158  -2.7265
H  1.1662  2.8634  -1.5579
S  -3.1341  -2.9757  0.1316
C  -2.1977  -1.6678  -0.2504


This record from the Open Molecules 2025 dataset describes a gas-phase ion, C10H15N4 (charge +1) at a distorted geometry. The level of theory is ωB97M-V/def2-TZVPD.

Results
Strongest force on any atom   4.6 eV/A
LUMO (alpha / beta)   -5.42 / -5.42 eV
Total energy   -608.716069 a.u.
Net charge   +1
Highest occupied orbital energy (alpha / beta)   -0.442 / -0.442 Eh

Geometry (Å):
C  2.2170  1.4272  -0.9856
C  2.1759  0.4636  0.1587
C  3.4495  -0.2981  0.3066
N  1.0981  -0.5014  -0.0598
N  1.2361  -1.6106  -0.5259
C  0.0920  -2.2526  -0.7163
C  -0.9199  -1.5987  -0.0608
C  -2.3098  -1.7274  -0.1952
C  -3.1703  -0.6545  -0.2286
C  -2.5700  0.6552  -0.1554
N  -3.4243  1.6987  -0.3692
C  -1.2298  0.8861  -0.0245
C  -0.3229  -0.2186  0.4235
N  -0.0650  0.0547  1.8894
H  2.6245  2.3214  -0.4802
H  2.9519  1.1777  -1.7216
H  1.2250  1.7509  -1.3165
H  1.9389  0.8041  1.1352
H  3.3915  -1.3780  0.5917
H  4.0687  0.1952  1.0818
H  3.9504  -0.2075  -0.6364
H  0.0779  -3.1950  -1.1512
H  -2.7228  -2.6816  -0.4201
H  -4.1458  -0.8711  -0.4707
H  -4.4063  1.3722  -0.2709
H  -3.3464  2.6401  -0.7515
H  -1.0573  1.9088  0.2248
H  -0.8288  0.6070  2.2532
H  0.0221  -0.7676  2.4754


Across the entries above, ΔE to the lowest compared entry with this formula, charge and spin takes the values 0.984 0.300 3.196 0.000 4.729 eV, respectively.